Record 1
Computed, not measured: a molecular structure, C28H35CeN2 at a distorted geometry, with ωB97M-V/def2-TZVPD.

## Properties
* max |F|: 0.11039 hartree/bohr
* E_LUMO (spin up / spin down): -3.13 / -3.17 eV
* HOMO-LUMO gap (spin up / spin down): 0.249 / 0.247 Eh
* net charge: +1
* multiplicity: 1

XYZ file:
```
66
C28H35CeN2 | the Open Molecules 2025 dataset | ωB97M-V/def2-TZVPD
C -1.383 -0.145 -2.863
C -1.521 -1.406 -2.193
C -0.250 -2.061 -2.222
C 0.692 -1.189 -2.866
C -0.010 0.000 -3.263
Ce 0.022 0.068 -0.628
C 2.070 0.728 1.045
C 1.192 1.871 0.777
H 0.697 2.337 1.640
C 0.981 2.365 -0.518
H 1.751 2.318 -1.307
H 0.139 3.041 -0.729
C 2.677 0.668 2.435
H 1.909 0.795 3.210
H 3.170 -0.296 2.601
H 3.423 1.465 2.554
C 3.034 0.475 -0.111
H 2.528 0.183 -1.067
H 3.610 1.393 -0.336
H 3.733 -0.341 0.118
C -2.764 -1.945 -1.575
H -3.386 -1.146 -1.150
H -3.379 -2.483 -2.312
H -2.535 -2.650 -0.766
C 0.011 -3.428 -1.698
H -0.279 -3.521 -0.641
H -0.561 -4.180 -2.262
H 1.071 -3.688 -1.771
C 2.116 -1.509 -3.153
H 2.626 -1.938 -2.282
H 2.185 -2.253 -3.963
H 2.671 -0.618 -3.470
C 0.563 1.146 -4.023
H 1.626 1.297 -3.795
H 0.485 0.970 -5.107
H 0.035 2.084 -3.806
C -2.489 0.800 -3.173
H -2.112 1.813 -3.356
H -3.043 0.488 -4.072
H -3.218 0.857 -2.354
C 1.416 -1.561 0.393
C 1.039 -1.062 1.611
C 2.355 -2.594 0.332
C 0.953 -2.019 2.694
H 0.240 -0.260 1.578
C 2.517 -3.399 1.466
H 2.967 -2.779 -0.555
C 1.733 -3.159 2.613
H 0.254 -1.840 3.519
H 3.218 -4.234 1.444
H 1.754 -3.887 3.431
N -3.339 2.841 0.974
C -2.563 2.135 0.137
N -1.730 1.330 0.827
C -1.974 1.584 2.194
C -1.237 1.238 3.333
C -1.576 1.853 4.549
C -2.626 2.784 4.626
C -3.351 3.147 3.477
C -3.000 2.520 2.292
H -4.054 3.512 0.703
H -2.610 2.248 -0.944
H -0.421 0.519 3.237
H -1.019 1.604 5.455
H -2.873 3.232 5.591
H -4.158 3.883 3.477
```


Record 2
Computed, not measured: a molecular structure, C28H35ClGe2HfNO2S, with ωB97M-V/def2-TZVPD.

## Properties
* ΔE to the lowest compared entry with this formula, charge and spin: 0.0 kcal per mole
* max |F|: 0.00966 hartree/bohr
* E_LUMO: -10.87 eV
* HOMO-LUMO gap: 0.162 Eh
* net charge: +3
* multiplicity: 1

XYZ file:
```
71
C28H35ClGe2HfNO2S | the Open Molecules 2025 dataset | ωB97M-V/def2-TZVPD
Hf -0.479 -0.844 -1.403
Cl -4.912 -0.429 -7.402
C -3.752 -0.656 -6.170
C -2.684 -1.553 -6.381
C -1.707 -1.783 -5.426
C -1.772 -1.118 -4.217
O -0.840 -1.333 -3.278
C -2.846 -0.203 -3.983
C -2.920 0.486 -2.790
O -2.046 0.338 -1.840
C -3.835 0.016 -4.984
H -2.633 -2.073 -7.330
H -0.895 -2.469 -5.622
H -3.712 1.210 -2.601
H -4.643 0.712 -4.799
C 2.416 -1.804 2.765
C 1.497 -1.787 1.537
Ge 1.667 -0.026 0.616
C 3.252 0.398 -0.470
C 4.471 0.655 0.419
C 1.556 1.247 2.085
C 0.503 2.057 2.229
Ge -0.676 1.696 0.747
C -0.737 3.029 -0.688
C -1.344 4.361 -0.226
C -2.129 0.433 1.225
C -3.094 1.126 2.208
C 0.243 3.068 3.259
C 1.146 3.299 4.299
C 0.878 4.262 5.254
C -0.292 5.011 5.189
C -1.197 4.794 4.161
C -0.926 3.828 3.207
H 2.330 -2.762 3.279
H 2.150 -1.029 3.483
H 3.462 -1.673 2.488
H 0.458 -1.918 1.864
H 1.748 -2.598 0.861
H 3.001 1.293 -1.044
H 3.442 -0.402 -1.185
H 4.304 1.485 1.106
H 5.329 0.918 -0.200
H 4.748 -0.223 1.003
H 2.391 1.271 2.783
H -1.272 2.633 -1.549
H 0.305 3.174 -0.983
H -2.371 4.250 0.127
H -1.361 5.056 -1.065
H -0.755 4.818 0.568
H -1.659 -0.415 1.736
H -2.696 0.075 0.364
H -2.585 1.407 3.129
H -3.903 0.444 2.468
H -3.546 2.018 1.773
H 2.065 2.732 4.368
H 1.584 4.435 6.055
H -0.494 5.764 5.938
H -2.107 5.376 4.103
H -1.643 3.673 2.404
S 1.418 -2.480 -1.764
C 1.441 -4.178 -1.353
N 2.496 -4.869 -1.846
C 2.704 -6.182 -1.627
C 1.814 -6.896 -0.866
C 0.713 -6.226 -0.341
C 0.526 -4.873 -0.580
H 3.168 -4.367 -2.418
H 3.588 -6.608 -2.080
H 1.978 -7.948 -0.689
H -0.006 -6.765 0.263
H -0.327 -4.357 -0.164
```


Record 3
Computed, not measured: 7 unconnected molecules or ions with the total composition C28H35F21O14 at a distorted geometry, with ωB97M-V/def2-TZVPD.

## Properties
* ΔE to the lowest compared entry with this formula, charge and spin: 122.4 kcal per mole
* max |F|: 0.12687 hartree/bohr
* E_LUMO: 0.39 eV
* HOMO-LUMO gap: 0.421 Eh
* multiplicity: 1
* SMILES: CCOC(=O)C(F)(F)F.CCOC(=O)C(F)(F)F.CCOC(=O)C(F)(F)F.CCOC(=O)C(F)(F)F.CCOC(=O)C(F)(F)F.CCOC(=O)C(F)(F)F.CCOC(=O)C(F)(F)F

XYZ file:
```
98
C28H35F21O14 | the Open Molecules 2025 dataset | ωB97M-V/def2-TZVPD
C 1.681 -2.546 -3.541
C 1.471 -3.239 -4.809
O 0.172 -2.916 -5.335
C 0.165 -2.268 -6.479
O 1.143 -1.812 -7.035
C -1.179 -2.248 -7.216
F -1.018 -2.727 -8.499
F -2.062 -3.045 -6.661
F -1.721 -0.995 -7.278
H 1.520 -1.468 -3.559
H 2.725 -2.510 -3.230
H 1.101 -2.945 -2.709
H 1.562 -4.299 -4.574
H 2.174 -3.081 -5.627
C -7.335 0.641 -2.200
C -6.325 -0.432 -1.965
O -5.053 0.072 -2.532
C -4.042 -0.805 -2.558
O -4.140 -2.063 -2.408
C -2.639 -0.208 -2.824
F -1.996 -0.700 -3.854
F -2.686 1.138 -2.800
F -1.892 -0.598 -1.789
H -7.060 1.502 -1.590
H -8.362 0.286 -2.113
H -7.160 0.998 -3.215
H -6.713 -1.265 -2.551
H -6.457 -0.536 -0.888
C -1.674 2.036 12.428
C -2.039 0.892 11.355
O -1.224 0.893 10.242
C 0.144 0.607 10.232
O 0.812 0.233 11.150
C 0.801 0.879 8.838
F 1.915 0.123 8.580
F -0.126 0.750 7.863
F 1.210 2.185 8.832
H -1.411 2.967 11.925
H -0.738 1.736 12.898
H -2.449 2.202 13.177
H -3.091 1.045 11.116
H -2.070 -0.090 11.828
C 4.864 5.621 -5.765
C 4.961 4.096 -5.960
O 3.646 3.558 -5.699
C 3.264 2.224 -5.938
O 3.967 1.268 -6.437
C 1.917 1.931 -5.365
F 1.961 0.907 -4.495
F 1.388 3.032 -4.812
F 1.035 1.621 -6.308
H 4.347 6.167 -6.555
H 5.917 5.898 -5.808
H 4.447 6.061 -4.860
H 5.626 3.641 -5.226
H 5.452 3.903 -6.914
C 1.096 0.915 -0.734
C 0.663 0.033 0.379
O 0.789 0.520 1.656
C 0.087 -0.090 2.680
O -0.692 -1.045 2.553
C 0.243 0.599 4.051
F -0.785 1.427 4.077
F 0.111 -0.285 5.061
F 1.405 1.225 4.112
H 2.163 1.118 -0.650
H 0.632 1.901 -0.697
H 0.922 0.601 -1.763
H 1.181 -0.918 0.255
H -0.389 -0.220 0.243
C 4.210 -5.281 -0.543
C 4.215 -4.266 -1.650
O 4.055 -3.015 -1.102
C 5.112 -2.313 -0.639
O 6.290 -2.499 -0.948
C 4.720 -1.183 0.396
F 5.370 -1.304 1.586
F 5.004 0.007 -0.091
F 3.464 -1.054 0.583
H 4.314 -6.271 -0.987
H 3.261 -5.386 -0.018
H 5.164 -5.172 -0.026
H 3.414 -4.438 -2.369
H 5.103 -4.431 -2.260
C -3.968 -1.295 1.883
C -4.648 0.059 2.136
O -3.808 1.178 2.460
C -3.034 1.788 1.538
O -2.903 1.405 0.343
C -2.477 3.126 2.036
F -3.193 4.106 1.447
F -2.536 3.325 3.371
F -1.170 3.249 1.594
H -4.691 -2.085 1.681
H -3.548 -1.685 2.811
H -3.268 -1.128 1.065
H -5.518 0.053 2.793
H -5.083 0.408 1.200
```


Record 4
Computed, not measured: a molecular structure, C28H35F3N4P2Zn at a distorted geometry, with ωB97M-V/def2-TZVPD.

## Properties
* ΔE to the lowest compared entry with this formula, charge and spin: 0.0 kcal per mole
* max |F|: 0.11662 hartree/bohr
* E_LUMO: -1.18 eV
* HOMO-LUMO gap: 0.232 Eh
* multiplicity: 1

XYZ file:
```
73
C28H35F3N4P2Zn | the Open Molecules 2025 dataset | ωB97M-V/def2-TZVPD
Zn -0.597 -2.138 0.580
C -0.193 3.834 5.022
C -0.809 2.943 4.236
C -0.566 2.572 2.797
C 0.676 1.714 2.592
C 1.967 2.445 2.406
C 2.230 3.734 2.663
C 1.312 4.790 3.200
C 1.009 4.681 4.706
C 0.834 -3.336 1.309
H -0.581 3.992 6.037
H -1.625 2.350 4.681
H -0.590 3.400 2.083
H -1.430 1.946 2.541
H 0.759 1.019 3.444
H 0.522 1.108 1.684
H 2.757 1.819 1.972
H 3.239 4.114 2.448
H 0.383 4.862 2.624
H 1.842 5.743 3.068
H 1.878 4.291 5.259
H 0.827 5.692 5.094
H 0.423 -4.326 1.055
H 0.861 -3.163 2.396
H 1.858 -3.244 0.906
P 1.282 -1.630 -0.890
P -2.148 -1.174 -0.801
N 2.588 -0.430 -0.949
N 2.181 -2.830 -1.926
N -2.165 0.603 -1.132
N -3.783 -1.427 -1.467
C 0.233 -0.936 -2.209
C -1.136 -1.649 -2.250
C 3.598 -0.304 0.021
C 4.539 0.602 -0.450
C 4.120 1.033 -1.751
C 2.937 0.369 -2.039
C 2.564 -4.123 -1.567
C 3.041 -4.778 -2.702
C 2.979 -3.855 -3.792
C 2.494 -2.660 -3.279
C -2.202 1.631 -0.191
C -2.009 2.848 -0.841
C -1.860 2.572 -2.234
C -1.971 1.203 -2.386
C -4.451 -0.684 -2.454
C -5.481 -1.441 -2.991
C -5.467 -2.709 -2.316
C -4.419 -2.680 -1.407
H 0.692 -0.971 -3.207
H 0.140 0.123 -1.932
H -1.640 -1.424 -3.195
H -1.009 -2.746 -2.194
H 3.531 -0.864 0.947
H 5.431 0.929 0.062
H 4.613 1.736 -2.407
H 2.312 0.417 -2.915
H 2.439 -4.474 -0.556
H 3.402 -5.791 -2.747
H 3.264 -4.014 -4.825
H 2.300 -1.727 -3.780
H -2.425 1.404 0.847
H -1.999 3.826 -0.379
H -1.705 3.282 -3.038
H -1.928 0.595 -3.278
H -4.159 0.329 -2.673
H -6.141 -1.124 -3.790
H -6.145 -3.532 -2.502
H -4.081 -3.411 -0.689
F -3.369 -2.965 1.651
C -2.075 -2.695 2.050
F -2.171 -1.573 2.851
F -1.723 -3.724 2.898
```


Record 5
Computed, not measured: a molecular structure, C28H35F3N4P2Zn at a distorted geometry, with ωB97M-V/def2-TZVPD.

## Properties
* ΔE to the lowest compared entry with this formula, charge and spin: 49.5 kcal per mole
* max |F|: 0.13685 hartree/bohr
* E_LUMO (spin up / spin down): -1.96 / -1.96 eV
* HOMO-LUMO gap (spin up / spin down): 0.189 / 0.189 Eh
* multiplicity: 1

XYZ file:
```
73
C28H35F3N4P2Zn | the Open Molecules 2025 dataset | ωB97M-V/def2-TZVPD
Zn 0.204 -2.650 0.907
C -0.074 3.552 5.044
C -0.903 2.961 4.180
C -0.610 2.573 2.738
C 0.626 1.680 2.649
C 1.961 2.399 2.635
C 2.205 3.708 2.755
C 1.315 4.803 3.253
C 0.889 4.678 4.751
C 0.892 -4.191 2.211
H -0.057 3.214 6.082
H -1.872 2.624 4.556
H -0.496 3.432 2.045
H -1.464 1.980 2.377
H 0.591 0.951 3.478
H 0.570 1.057 1.743
H 2.810 1.692 2.578
H 3.167 4.068 2.360
H 0.367 4.861 2.676
H 1.883 5.746 3.121
H 1.765 4.557 5.407
H 0.473 5.685 4.979
H 0.180 -5.061 2.287
H 1.247 -3.921 3.242
H 1.856 -4.457 1.708
P 1.404 -1.523 -0.787
P -2.268 -0.936 -0.871
N 2.689 -0.172 -1.053
N 2.152 -2.680 -2.001
N -2.266 0.797 -1.437
N -3.778 -1.287 -1.748
C 0.274 -0.759 -1.995
C -1.057 -1.520 -2.143
C 3.787 0.007 -0.219
C 4.731 0.835 -0.820
C 4.199 1.171 -2.111
C 2.957 0.545 -2.225
C 2.571 -3.963 -1.637
C 2.885 -4.700 -2.776
C 2.733 -3.802 -3.877
C 2.301 -2.575 -3.382
C -2.256 1.863 -0.518
C -1.988 3.063 -1.172
C -1.868 2.737 -2.568
C -2.015 1.356 -2.697
C -4.480 -0.596 -2.747
C -5.544 -1.376 -3.200
C -5.520 -2.606 -2.451
C -4.428 -2.526 -1.590
H 0.741 -0.620 -2.974
H 0.107 0.270 -1.655
H -1.443 -1.399 -3.162
H -0.911 -2.600 -1.968
H 3.785 -0.485 0.732
H 5.666 1.186 -0.385
H 4.640 1.806 -2.872
H 2.254 0.586 -3.044
H 2.561 -4.224 -0.589
H 3.183 -5.748 -2.806
H 2.931 -4.019 -4.914
H 2.031 -1.684 -3.937
H -2.511 1.679 0.513
H -1.877 4.034 -0.691
H -1.709 3.450 -3.372
H -2.004 0.757 -3.608
H -4.223 0.410 -3.048
H -6.248 -1.099 -3.982
H -6.224 -3.425 -2.556
H -4.060 -3.223 -0.857
F -3.210 -3.197 1.901
C -2.047 -3.254 2.625
F -2.001 -2.159 3.453
F -2.174 -4.333 3.461
```


Record 6
Computed, not measured: a molecular structure, C28H35F6GeN5PY, with ωB97M-V/def2-TZVPD.

## Properties
* ΔE to the lowest compared entry with this formula, charge and spin: 20.5 kcal per mole
* max |F|: 0.00920 hartree/bohr
* E_LUMO (spin up / spin down): -2.79 / -2.79 eV
* HOMO-LUMO gap (spin up / spin down): 0.159 / 0.303 Eh
* <S²>: 0.77
* net charge: +1
* multiplicity: 2

XYZ file:
```
77
C28H35F6GeN5PY | the Open Molecules 2025 dataset | ωB97M-V/def2-TZVPD
Y 0.542 -0.061 -0.690
C -0.395 2.418 -2.645
N 0.941 1.981 -2.163
C 1.802 1.527 -3.257
C 3.024 0.837 -2.698
C 4.174 0.697 -3.457
C 5.273 0.065 -2.904
C 5.197 -0.399 -1.599
C 4.014 -0.228 -0.913
N 2.942 0.376 -1.441
C 1.587 3.080 -1.444
C 0.954 3.263 -0.094
C 0.919 4.502 0.525
C 0.326 4.621 1.770
C -0.226 3.492 2.354
C -0.146 2.297 1.670
N 0.432 2.164 0.470
C -1.284 1.253 -2.894
C -2.071 1.170 -4.008
C -3.006 0.137 -4.164
C -3.075 -0.798 -3.112
C -2.256 -0.684 -2.031
N -1.307 0.318 -1.849
H -0.294 3.053 -3.532
H -0.825 3.031 -1.845
H 2.110 2.366 -3.893
H 1.231 0.838 -3.882
H 4.198 1.079 -4.469
H 6.179 -0.062 -3.481
H 6.032 -0.894 -1.125
H 3.906 -0.600 0.098
H 1.529 4.014 -2.016
H 2.645 2.853 -1.306
H 1.345 5.362 0.026
H 0.286 5.580 2.270
H -0.711 3.533 3.318
H -0.568 1.399 2.089
H -1.966 1.943 -4.760
H -3.630 0.060 -5.040
H -3.761 -1.634 -3.150
H -2.277 -1.461 -1.279
C -1.137 -3.520 3.457
Ge 0.272 -2.720 2.347
C 1.659 -1.923 3.497
C 1.114 -4.137 1.314
C -0.603 -1.326 1.199
H -0.690 -4.256 4.126
H -1.861 -4.036 2.825
H -1.673 -2.797 4.073
H 2.294 -2.724 3.880
H 1.279 -1.381 4.364
H 2.295 -1.247 2.922
H 1.362 -4.943 2.006
H 2.030 -3.806 0.831
H 0.453 -4.536 0.547
H -1.106 -1.920 0.422
F 1.767 -2.060 -0.885
P 1.243 -2.776 -2.389
F -0.214 -2.800 -1.685
F 1.598 -4.194 -1.818
F 2.711 -2.544 -2.938
F 0.898 -1.181 -2.798
F 0.676 -3.285 -3.753
C -4.956 0.866 4.308
C -3.830 0.319 3.486
C -4.012 -0.133 2.185
C -2.961 -0.657 1.465
N -1.719 -0.751 1.974
C -1.522 -0.306 3.234
C -2.536 0.222 3.995
H -5.862 0.979 3.717
H -4.692 1.835 4.732
H -5.173 0.195 5.141
H -4.984 -0.089 1.713
H -3.088 -1.009 0.453
H -0.513 -0.397 3.606
H -2.310 0.550 5.001
```


E across the listed records, respectively: -45503.9577, -172858.2878, -115333.4774, -110706.7067, -110704.5615, -120210.7396 eV.